# 1
{"formula": "C13H13Cl3LiPSi", "method": "ωB97M-V/def2-TZVPD", "symbols": ["Li", "C", "P", "C", "C", "C", "C", "C", "C", "C", "C", "C", "C", "C", "C", "H", "H", "H", "H", "H", "H", "H", "H", "H", "H", "H", "H", "H", "Cl", "Si", "Cl", "Cl"], "xyz": [[0.618853, -2.392800, -1.820283], [0.052065, -1.972550, 1.911304], [-0.031514, -1.194526, 0.257909], [-1.655481, -0.366262, 0.246657], [-2.606234, -0.533655, 1.251031], [-3.836718, 0.112010, 1.170732], [-4.123480, 0.932386, 0.090255], [-3.180866, 1.102307, -0.916933], [-1.959492, 0.452769, -0.842910], [1.132885, 0.199030, 0.423855], [0.844542, 1.309695, 1.216140], [1.768277, 2.332628, 1.346660], [2.990928, 2.257130, 0.686560], [3.286687, 1.155882, -0.102472], [2.358442, 0.130050, -0.236256], [-0.150880, -1.259483, 2.709839], [1.063885, -2.356344, 2.037391], [-0.643062, -2.809936, 1.978425], [-2.398047, -1.165249, 2.104816], [-4.567462, -0.025504, 1.957385], [-5.078756, 1.438037, 0.030238], [-3.397956, 1.740447, -1.763852], [-1.229546, 0.589800, -1.634472], [-0.112373, 1.379165, 1.721754], [1.534064, 3.193432, 1.960030], [3.709259, 3.060787, 0.784762], [4.232221, 1.094829, -0.625496], [2.597156, -0.721346, -0.861758], [2.609865, -3.275776, -2.362371], [1.841604, -2.389688, -4.438756], [3.641178, -1.317080, -4.765286], [0.689965, -0.700172, -3.514910]], "atomic_forces_ev_per_a": [[0.019, 0.176, 0.013], [0.036, -0.005, -0.035], [-0.026, 0.049, 0.100], [-0.079, 0.004, 0.049], [-0.034, 0.045, -0.058], [0.075, -0.006, -0.041], [0.028, -0.032, 0.027], [0.029, -0.017, 0.009], [0.013, 0.019, -0.015], [0.084, -0.021, -0.003], [-0.027, -0.006, -0.005], [0.046, 0.020, -0.015], [-0.046, -0.052, 0.001], [-0.056, 0.009, 0.020], [-0.023, 0.049, 0.056], [-0.010, 0.027, 0.001], [0.010, -0.024, 0.009], [0.006, 0.013, -0.007], [-0.007, 0.004, -0.006], [0.009, -0.003, -0.002], [0.011, -0.010, 0.003], [-0.002, -0.008, 0.007], [-0.020, -0.005, 0.021], [0.007, 0.005, -0.007], [0.009, -0.003, -0.008], [-0.006, 0.000, 0.004], [-0.013, -0.002, 0.006], [0.002, -0.025, -0.038], [-0.383, 0.106, -0.185], [0.552, -0.151, -0.090], [-0.077, 0.016, -0.092], [-0.124, -0.170, 0.279]], "nbo_charge": [0.80, -0.93, 0.76, -0.35, -0.16, -0.22, -0.20, -0.20, -0.20, -0.36, -0.14, -0.23, -0.19, -0.20, -0.19, 0.23, 0.25, 0.24, 0.20, 0.22, 0.22, 0.22, 0.23, 0.21, 0.22, 0.22, 0.22, 0.23, -0.62, 0.79, -0.48, -0.57], "e_tot_ev": -68636.007, "relative_energy_kj_mol": 0.0, "largest_force_ev_per_a": 0.58, "total_charge": 0, "homo_energy_ev": -8.343}



# 2
{"formula": "C13H13ClN2O2", "method": "ωB97M-V/def2-TZVPD", "symbols": ["O", "Cl", "N", "O", "C", "C", "C", "C", "C", "C", "C", "C", "C", "C", "N", "C", "C", "C", "H", "H", "H", "H", "H", "H", "H", "H", "H", "H", "H", "H", "H"], "xyz": [[1.591750, -1.878892, 2.705502], [2.830287, -1.970158, -1.611801], [1.631539, 1.336905, 1.305665], [1.949907, 3.540526, 2.308827], [1.298577, -0.643095, 2.625715], [1.545419, 2.220197, 2.364010], [1.180130, 0.243114, 3.790218], [1.246069, 1.564104, 3.625352], [-2.568411, -0.270404, -1.614233], [-2.323772, 0.487785, -0.453319], [-1.721160, -1.194666, -2.119365], [-1.083112, 0.309045, 0.130528], [-0.433639, -1.227517, -1.611900], [-0.147098, -0.505444, -0.449082], [1.366821, 0.001161, 1.404472], [1.718375, 4.188532, 1.045988], [2.414826, -0.488575, -0.745022], [1.202938, -0.813649, 0.114684], [1.150657, -0.300930, 4.740081], [1.351161, 2.245308, 4.494022], [-3.558256, -0.209081, -2.212162], [-3.053943, 1.230283, -0.135700], [-2.080651, -1.644215, -3.026637], [-0.886475, 0.736917, 1.100313], [0.236191, -1.763452, -2.194466], [2.038119, 5.225589, 0.987790], [2.255276, 3.620148, 0.260133], [0.651290, 4.280983, 0.739377], [3.284337, -0.387603, -0.072015], [2.214453, 0.337944, -1.429595], [1.102880, -1.866373, 0.337109]], "atomic_forces_ev_per_a": [[-1.567, 2.836, -0.052], [0.338, -0.483, -0.992], [-0.488, 2.849, 0.706], [-1.189, -1.086, -0.281], [2.130, -2.704, 0.299], [0.401, -4.499, -2.259], [-0.209, -1.358, -0.837], [1.187, 2.839, 1.181], [-3.783, 1.171, 0.049], [-0.124, -0.458, -1.602], [0.886, 0.756, -0.400], [-0.702, 0.260, 0.878], [-1.912, 0.701, 0.269], [0.692, -0.896, -1.565], [-0.309, 0.417, 0.822], [-0.309, -0.531, -1.639], [0.192, -0.705, 0.739], [-0.069, 2.252, 1.744], [-0.148, 0.596, -0.268], [-0.512, -0.589, -0.347], [1.484, 0.329, 1.461], [0.235, -0.318, 0.237], [0.545, -0.675, -0.199], [0.141, 0.360, -0.022], [1.646, -1.087, -0.281], [0.624, -0.124, 0.932], [-0.368, 0.371, 0.355], [0.422, -0.713, 0.605], [-0.543, 0.695, -0.486], [0.392, -0.149, 0.167], [0.917, -0.060, 0.787]], "nbo_charge": [-0.64, -0.06, -0.28, -0.49, 0.58, 0.45, -0.24, -0.23, -0.20, -0.21, -0.21, -0.20, -0.20, -0.06, -0.22, -0.27, -0.38, -0.07, 0.25, 0.23, 0.21, 0.22, 0.22, 0.21, 0.22, 0.20, 0.20, 0.19, 0.24, 0.24, 0.28], "e_tot_ev": -33286.810, "smiles": "COc1ccc(=O)n([C@H](CCl)c2ccccc2)n1", "relative_energy_kj_mol": 241.6, "largest_force_ev_per_a": 5.05, "total_charge": 0, "homo_energy_ev": -8.726}



# 3
{"formula": "C13H13ClN4O", "method": "ωB97M-V/def2-TZVPD", "symbols": ["C", "H", "H", "H", "C", "N", "C", "C", "C", "N", "H", "C", "N", "N", "C", "O", "C", "C", "C", "C", "C", "C", "H", "H", "H", "H", "Cl", "H", "H", "H", "H", "H"], "xyz": [[-5.414690, -0.623473, 1.193880], [-5.347247, 0.434769, 1.309462], [-4.705119, -1.013859, 1.849522], [-6.419984, -1.053336, 1.129171], [-4.840247, -1.066055, -0.421922], [-3.571702, -0.484681, -0.303544], [-3.203254, 0.740705, -0.367380], [-1.743555, 0.897365, -0.620428], [-1.453022, -0.460391, -0.378286], [-2.448022, -1.268667, -0.208924], [-0.508493, -0.776865, -0.181045], [-1.044072, 2.179749, -0.770752], [0.331790, 2.131623, -0.738618], [1.235976, 1.439260, -0.343324], [2.541062, 1.624006, -0.498203], [2.942138, 2.711259, -0.409352], [3.452010, 0.287539, -0.013862], [3.262002, -0.852396, -0.590997], [4.272464, -1.722915, -0.414314], [5.136233, -1.576716, 0.702777], [5.263239, -0.387565, 1.093434], [4.328654, 0.738350, 1.006446], [4.546326, 1.736807, 1.348422], [6.033352, -0.164564, 2.076919], [5.834222, -2.261278, 0.593020], [4.144078, -2.763786, -0.847750], [2.112024, -1.285369, -1.897234], [0.954242, 0.555379, -0.246329], [-1.607053, 2.934853, -0.759409], [-3.771575, 1.633952, -0.608720], [-5.456958, -0.295761, -1.095077], [-4.854829, -1.987946, -0.587571]], "atomic_forces_ev_per_a": [[-0.892, -1.689, -4.429], [-0.440, 0.761, -0.400], [0.686, -1.298, 1.227], [0.154, 0.340, 1.147], [-2.988, 12.141, 4.403], [3.080, -2.179, -0.612], [2.907, 5.326, -2.844], [-4.657, -1.325, 2.282], [0.652, 1.916, -0.298], [-1.589, -1.130, -0.172], [2.543, -1.586, 0.093], [9.383, -10.416, 1.103], [-9.392, 10.445, -2.453], [0.382, -4.682, 0.305], [1.709, -2.827, 3.102], [2.899, 3.577, -1.158], [-2.925, 10.646, 1.612], [0.182, -3.911, -3.386], [-1.122, -4.706, 1.360], [-3.253, -2.700, -6.205], [2.444, 9.671, 9.866], [1.492, -5.390, -3.537], [-0.460, -0.041, -0.081], [-1.471, -0.779, -3.023], [3.570, -3.266, 1.129], [0.593, 1.436, 0.165], [0.297, 0.777, 0.815], [-0.448, -5.168, 0.934], [-3.377, 6.739, -0.791], [-0.983, -0.581, 0.404], [1.090, -2.489, 1.007], [-0.066, -7.611, -1.565]], "nbo_charge": [-0.59, 0.20, 0.21, 0.21, -0.15, -0.18, -0.01, -0.22, -0.04, -0.29, 0.18, 0.01, -0.20, -0.37, 0.68, -0.53, -0.12, -0.06, -0.15, -0.27, -0.14, -0.19, 0.26, 0.19, 0.22, 0.22, -0.02, 0.33, 0.18, 0.21, 0.20, 0.20], "e_tot_ev": -34211.601, "smiles": "CCn1cc(/C=N\\NC(=O)c2ccccc2Cl)cn1", "relative_energy_kj_mol": 955.0, "largest_force_ev_per_a": 14.26, "total_charge": 0, "homo_energy_ev": -7.586}



# 4
{"formula": "C13H13ClNO9PS", "method": "ωB97M-V/def2-TZVPD", "symbols": ["O", "C", "O", "C", "C", "C", "C", "C", "C", "C", "C", "P", "O", "C", "O", "N", "Cl", "C", "O", "H", "H", "H", "H", "H", "H", "H", "H", "H", "C", "C", "O", "S", "O", "O", "O", "H", "H", "H", "H"], "xyz": [[-3.380091, 2.046183, -3.534817], [-2.350574, 2.609407, -3.329504], [-1.193573, 2.237309, -3.899950], [0.020370, 2.751577, -3.341139], [0.692276, 1.623596, -2.567225], [0.056067, 1.388054, -1.217894], [0.055051, 2.471895, -0.311897], [-0.499758, 2.392002, 0.941977], [-1.089805, 1.192006, 1.291534], [-1.096750, 0.108618, 0.426335], [-0.505114, 0.166843, -0.838028], [-0.519901, -1.357927, -1.829219], [0.327794, -2.441446, -1.281297], [-1.826056, -1.002217, 1.100921], [-1.876248, -2.157077, 0.812543], [-2.475299, -0.456036, 2.314218], [-4.095135, -0.020308, 1.793081], [-1.782341, 0.828093, 2.544770], [-1.762443, 1.387723, 3.592950], [-2.265401, 3.432309, -2.601276], [0.649678, 3.098302, -4.157710], [-0.212067, 3.610240, -2.707700], [0.563815, 0.747904, -3.198500], [1.764456, 1.793293, -2.462237], [0.530381, 3.394670, -0.620108], [-0.499616, 3.225433, 1.630529], [-0.149945, -0.989820, -3.127527], [-1.880698, -1.670554, -1.957677], [1.272155, -3.327540, 2.585075], [1.795646, -2.559818, 1.389900], [2.808651, -1.703954, 1.958314], [3.532311, -2.443192, 3.169931], [4.740417, -3.040702, 2.727099], [3.523455, -1.570438, 4.288366], [2.447697, -3.597120, 3.367969], [0.582853, -2.731297, 3.186903], [0.800240, -4.265735, 2.309985], [1.043418, -1.954926, 0.900736], [2.254084, -3.215348, 0.650565]], "atomic_forces_ev_per_a": [[0.063, 0.090, -0.256], [-0.333, -0.349, 0.514], [0.112, 0.085, -0.116], [-0.016, 0.101, 0.082], [-0.239, -0.141, -0.178], [0.194, 0.260, 0.222], [0.177, -0.206, -0.377], [-0.034, 0.006, 0.234], [0.028, -0.365, -0.338], [0.014, 0.409, 0.351], [-0.240, -0.020, -0.122], [0.277, -0.699, 0.113], [0.042, 0.177, -0.040], [-0.210, -0.240, 0.262], [-0.132, 0.201, -0.169], [0.325, 0.274, -0.512], [0.101, -0.205, 0.276], [-0.145, -0.112, 0.256], [-0.205, 0.092, -0.063], [0.190, 0.150, -0.117], [-0.063, -0.092, -0.097], [0.067, 0.042, 0.004], [0.286, 0.037, 0.026], [-0.004, 0.152, 0.072], [-0.012, 0.028, -0.008], [0.058, 0.023, 0.004], [-0.215, 0.156, -0.039], [-0.084, 0.154, 0.006], [-0.198, 0.168, 0.033], [0.081, -0.201, -0.036], [-0.122, 0.054, 0.087], [-0.095, -0.035, -0.036], [0.047, -0.027, 0.049], [0.054, 0.058, 0.004], [0.068, -0.056, -0.103], [0.004, 0.005, -0.026], [0.114, -0.080, 0.053], [0.060, 0.101, -0.002], [-0.012, 0.002, -0.014]], "nbo_charge": [-0.54, 0.64, -0.51, -0.06, -0.47, 0.05, -0.20, -0.13, -0.15, -0.04, -0.39, 1.54, -1.08, 0.65, -0.47, -0.48, 0.14, 0.66, -0.45, 0.10, 0.21, 0.18, 0.23, 0.24, 0.22, 0.25, -0.08, -0.06, -0.10, -0.10, -0.70, 2.55, -0.90, -0.90, -0.69, 0.19, 0.22, 0.22, 0.21], "e_tot_ev": -66253.794, "smiles": "O=COCCc1ccc2c(c1[PH2]=O)C(=O)N(Cl)C2=O.O=S1(=O)OCCO1", "largest_force_ev_per_a": 0.76, "total_charge": 0, "homo_energy_ev": -10.902}



# 5
{"formula": "C13H13N2", "method": "ωB97M-V/def2-TZVPD", "symbols": ["C", "C", "C", "C", "C", "C", "C", "C", "C", "C", "C", "C", "C", "N", "N", "H", "H", "H", "H", "H", "H", "H", "H", "H", "H", "H", "H", "H"], "xyz": [[-0.550727, -3.841060, -0.425141], [-0.924195, -3.383682, 0.871767], [-0.177174, -2.945206, -1.335138], [-0.932791, -2.081790, 1.266638], [1.046901, 2.355852, 1.242184], [0.587731, -0.845723, -1.962329], [1.551142, 1.730377, 0.188419], [-0.147562, -1.545365, -1.047463], [-0.607670, -1.111356, 0.280772], [-0.907487, 0.183705, 0.727099], [-1.178543, 1.167061, 1.540569], [-0.409805, 2.501616, 1.467821], [1.115041, 0.526090, -1.975497], [-2.150652, 1.288776, 2.450229], [0.726490, 1.426980, -0.897924], [-0.449800, -4.944660, -0.483446], [-1.466829, -4.077163, 1.467317], [0.202433, -3.323821, -2.329608], [-1.132134, -1.993669, 2.348029], [1.626507, 2.603648, 2.070781], [0.713754, -1.316263, -2.862055], [2.585828, 1.457399, -0.030619], [-0.513968, 2.965936, 2.471128], [-0.960802, 3.057181, 0.666163], [2.159789, 0.536379, -2.116338], [0.709181, 0.906042, -2.900069], [-2.413027, 2.331223, 2.627710], [-0.135880, 1.975742, -0.879838]], "atomic_forces_ev_per_a": [[0.097, -1.304, 1.663], [-1.090, -0.034, -0.846], [0.486, -1.037, -2.075], [0.556, -1.324, 0.526], [-0.752, -0.366, -0.202], [-1.122, 1.036, 2.526], [0.350, -0.207, -1.936], [0.496, 0.409, 0.051], [-0.142, 2.707, 1.003], [1.337, -3.502, -2.128], [-1.652, 2.399, 2.076], [0.984, 1.072, -0.563], [-1.875, 0.986, 0.479], [-1.267, 0.546, -0.375], [-0.561, -0.398, 1.546], [-0.242, 0.952, -0.677], [0.340, -0.697, 0.934], [-0.464, 0.742, 1.182], [-0.190, 1.122, -0.877], [1.237, 0.372, 0.969], [0.678, -1.330, -2.107], [-0.127, 0.196, 0.695], [-0.249, -0.095, -0.994], [0.417, -0.020, 0.775], [1.438, -0.010, 0.047], [-0.080, 0.597, -0.532], [1.015, -2.235, -0.268], [0.382, -0.574, -0.893]], "nbo_charge": [-0.21, -0.12, -0.12, -0.19, -0.26, 0.01, 0.02, -0.09, -0.12, 0.39, 0.01, -0.44, -0.28, -0.46, -0.55, 0.25, 0.23, 0.24, 0.27, 0.24, 0.21, 0.22, 0.26, 0.23, 0.24, 0.25, 0.35, 0.42], "e_tot_ev": -16658.792, "relative_energy_kj_mol": 579.2, "largest_force_ev_per_a": 4.31, "total_charge": 1, "homo_energy_ev": [-11.896, -11.469]}



# 6
{"formula": "C13H13N2", "method": "ωB97M-V/def2-TZVPD", "symbols": ["C", "C", "C", "C", "C", "C", "C", "C", "C", "C", "C", "C", "C", "N", "N", "H", "H", "H", "H", "H", "H", "H", "H", "H", "H", "H", "H", "H"], "xyz": [[3.603628, -0.339186, -0.249873], [2.446936, 0.435109, -0.305612], [3.469989, -1.696086, -0.165519], [1.196524, -0.161159, 0.041900], [1.238811, -1.573764, 0.232783], [-3.257599, -1.478897, -0.242345], [-2.492266, -0.263693, -0.513600], [-2.405365, -2.481502, 0.193982], [0.012776, -2.370640, 0.409299], [-0.180609, 0.460993, 0.062537], [-1.221177, -0.536124, -0.070068], [-0.399505, 1.165745, 1.411384], [-0.356890, 1.516678, -0.951906], [2.335496, -2.349499, 0.054475], [-1.173160, -1.865098, 0.362966], [4.624616, 0.064577, -0.399700], [2.470238, 1.576545, -0.370906], [4.338550, -2.380044, -0.154542], [-4.245910, -1.764682, -0.413347], [-2.746457, 0.735017, -0.717422], [-2.629930, -3.400271, 0.568899], [0.175751, -3.496476, 0.401101], [-1.257026, 1.734706, 1.423315], [0.464003, 1.760942, 1.679444], [-0.463985, 0.457457, 2.222050], [-0.189737, 1.115749, -2.060014], [0.186406, 2.408412, -0.784932], [-1.342771, 1.937523, -1.044346]], "atomic_forces_ev_per_a": [[0.171, 1.514, -0.955], [-1.174, 1.658, 1.588], [0.528, -2.734, 0.838], [1.108, -1.557, -0.799], [-0.356, -0.014, -0.607], [2.264, -1.599, 0.122], [1.445, -2.158, 1.958], [-1.578, 4.130, -0.785], [2.164, -1.787, -0.396], [1.421, 0.740, 1.271], [-3.473, 1.035, -1.158], [2.256, -1.375, 1.001], [-0.193, -0.294, -4.514], [-0.526, 1.012, 0.503], [1.477, 0.132, -0.509], [-0.939, -0.033, 0.140], [0.170, -1.823, -0.260], [-0.332, 0.709, -0.344], [-1.575, 0.334, -0.389], [-0.956, 0.549, -0.681], [-0.279, -2.470, 0.703], [-0.399, 1.510, 0.410], [-1.937, 1.323, -0.196], [0.151, 0.446, -0.200], [-0.172, -0.476, 0.322], [0.089, 0.849, 2.277], [1.297, 0.599, 0.202], [-0.655, -0.219, 0.458]], "nbo_charge": [-0.18, -0.16, 0.03, 0.07, 0.03, -0.14, -0.21, -0.08, 0.33, -0.17, 0.20, -0.56, -0.60, -0.34, -0.31, 0.26, 0.25, 0.23, 0.25, 0.25, 0.24, 0.27, 0.23, 0.23, 0.22, 0.23, 0.23, 0.23], "e_tot_ev": -16663.519, "smiles": "CC1(C)C2=CC=C[N+]2=Cc2ncccc21", "relative_energy_kj_mol": 123.1, "largest_force_ev_per_a": 4.53, "total_charge": 1, "homo_energy_ev": -12.948}